No. 1
{
  "formula": "C29H50O3",
  "method": "wB97M-V/def2-TZVPD",
  "elements": ["C", "C", "C", "C", "C", "O", "C", "C", "C", "C", "C", "O", "C", "C", "C", "C", "C", "C", "C", "C", "C", "C", "C", "C", "C", "C", "C", "C", "C", "C", "C", "O", "H", "H", "H", "H", "H", "H", "H", "H", "H", "H", "H", "H", "H", "H", "H", "H", "H", "H", "H", "H", "H", "H", "H", "H", "H", "H", "H", "H", "H", "H", "H", "H", "H", "H", "H", "H", "H", "H", "H", "H", "H", "H", "H", "H", "H", "H", "H", "H", "H", "H"],
  "xyz": [[-2.21310, -4.92072, 2.47092], [-2.53535, -3.48386, 2.22216], [-1.59086, -2.52378, 2.24975], [-0.15824, -2.82965, 2.53670], [-1.92954, -1.10721, 1.99530], [-1.07070, -0.24140, 1.97866], [-3.35327, -0.77992, 1.76162], [-3.64564, 0.67231, 1.53364], [-3.42108, 1.01803, 0.05726], [-3.71977, 2.47711, -0.32056], [-5.22036, 2.78233, -0.18623], [-3.36384, 2.55887, -1.69443], [-2.93451, 3.49744, 0.52869], [-1.42067, 3.29161, 0.64799], [-0.67462, 3.56408, -0.65682], [0.83482, 3.30695, -0.57215], [1.49714, 4.20410, 0.47178], [1.46142, 3.53701, -1.95548], [2.85091, 2.92147, -2.14076], [2.79475, 1.40977, -2.35450], [4.17373, 0.74107, -2.38946], [4.95767, 1.15748, -3.63352], [4.04132, -0.78811, -2.35380], [3.65238, -1.34005, -0.98390], [3.55300, -2.86416, -1.00313], [3.05101, -3.45733, 0.31763], [2.68137, -4.92787, 0.12752], [4.08780, -3.32357, 1.43021], [-4.29724, -1.73927, 1.71863], [-5.74345, -1.45603, 1.46126], [-3.95134, -3.16359, 1.94086], [-4.80197, -4.03583, 1.90158], [-3.12004, -5.51602, 2.40323], [-1.49204, -5.28277, 1.73847], [-1.77266, -5.04812, 3.45929], [0.22247, -3.57028, 1.83460], [0.43292, -1.92027, 2.46175], [-0.05017, -3.24143, 3.53997], [-4.66940, 0.89952, 1.82533], [-2.96024, 1.25913, 2.14548], [-2.38457, 0.81120, -0.20833], [-4.04738, 0.38256, -0.57207], [-5.55323, 2.68880, 0.84282], [-5.79261, 2.09816, -0.80877], [-5.42558, 3.79933, -0.51772], [-3.51313, 3.46196, -1.99578], [-3.11516, 4.49159, 0.10555], [-3.36644, 3.49420, 1.53130], [-1.06517, 3.98019, 1.41753], [-1.19830, 2.27971, 0.98608], [-1.08986, 2.92208, -1.43476], [-0.83951, 4.60372, -0.95624], [0.98550, 2.26349, -0.27852], [1.24537, 5.24746, 0.28934], [2.57901, 4.10440, 0.43511], [1.17465, 3.93858, 1.47483], [1.52290, 4.61484, -2.12677], [0.80070, 3.12293, -2.72101], [3.32004, 3.39212, -3.00665], [3.47478, 3.13874, -1.27187], [2.27293, 1.19829, -3.29110], [2.21085, 0.96800, -1.54682], [4.73711, 1.05828, -1.50404], [4.41952, 0.86702, -4.53358], [5.11372, 2.23246, -3.65645], [5.93331, 0.67596, -3.64778], [4.99841, -1.23099, -2.64095], [3.30165, -1.09884, -3.09565], [4.39849, -1.02441, -0.25262], [2.68916, -0.93032, -0.67457], [2.86248, -3.15384, -1.79957], [4.52915, -3.29201, -1.24364], [2.15137, -2.90732, 0.61417], [2.32666, -5.35961, 1.06155], [1.89915, -5.03661, -0.62108], [3.54927, -5.49579, -0.20097], [4.31417, -2.28005, 1.63027], [5.00937, -3.83030, 1.15110], [3.71642, -3.77071, 2.35007], [-5.87461, -0.91509, 0.52674], [-6.28898, -2.39533, 1.41069], [-6.16427, -0.85189, 2.26462]],
  "forces_ev_per_a": [[-0.1, 0.0, 0.0], [0.6, 0.0, 0.1], [0.0, -0.5, 0.1], [0.0, 0.1, 0.0], [0.0, 0.0, 0.0], [-0.3, -0.2, 0.0], [-0.5, 0.1, 0.0], [0.1, 0.0, -0.2], [0.0, 0.4, 0.0], [-0.4, 0.1, 0.5], [0.3, -0.2, -0.1], [0.0, 0.0, -0.3], [0.2, -0.3, -0.1], [-0.2, 0.2, -0.3], [0.2, -0.4, 0.2], [-0.1, 0.3, -0.2], [0.0, -0.3, -0.1], [0.2, -0.1, 0.2], [-0.3, -0.1, -0.2], [0.4, 0.2, 0.2], [-0.1, -0.2, -0.3], [0.0, 0.1, 0.3], [0.1, 0.3, 0.4], [0.1, -0.2, -0.4], [-0.3, 0.3, 0.4], [0.2, -0.2, -0.1], [-0.1, 0.3, 0.1], [-0.3, 0.1, -0.1], [0.0, 0.5, 0.0], [0.0, -0.1, 0.0], [0.0, 0.0, 0.0], [0.3, 0.3, 0.0], [0.1, -0.1, 0.0], [0.1, -0.1, 0.0], [0.1, -0.1, 0.1], [0.1, -0.1, 0.0], [0.1, -0.1, 0.0], [0.0, -0.1, 0.1], [0.0, 0.0, 0.1], [-0.1, 0.0, 0.0], [0.1, -0.1, 0.0], [0.0, 0.0, 0.0], [-0.1, 0.0, 0.1], [-0.1, -0.1, -0.1], [0.0, 0.1, 0.0], [0.0, 0.0, 0.0], [-0.1, 0.1, 0.0], [-0.1, 0.1, 0.0], [0.1, -0.1, 0.1], [0.0, -0.1, 0.1], [0.0, 0.1, 0.0], [0.0, 0.1, -0.1], [0.0, -0.1, 0.0], [0.0, 0.2, 0.0], [0.1, 0.0, 0.1], [0.0, 0.0, 0.1], [-0.1, 0.1, 0.0], [-0.1, 0.0, -0.1], [0.1, 0.0, 0.0], [0.1, 0.1, 0.0], [-0.1, -0.1, -0.1], [-0.1, -0.1, 0.0], [0.0, 0.0, 0.0], [-0.1, 0.0, -0.2], [0.0, 0.1, -0.1], [0.1, 0.0, 0.0], [0.0, -0.1, -0.1], [0.0, -0.1, -0.1], [0.0, 0.1, 0.1], [0.0, 0.0, 0.1], [0.0, 0.0, -0.1], [0.1, -0.1, -0.1], [0.0, 0.0, 0.0], [0.0, -0.1, 0.1], [-0.1, -0.1, -0.1], [0.1, -0.1, 0.0], [0.1, 0.1, 0.1], [0.1, -0.1, 0.0], [0.0, 0.0, 0.1], [-0.1, 0.1, -0.1], [-0.1, 0.1, 0.0], [-0.1, 0.1, 0.0]],
  "nbo_charge": [-0.6607, -0.0274, -0.0668, -0.6607, 0.5828, -0.5432, -0.0578, -0.4444, -0.4117, 0.2718, -0.6328, -0.7271, -0.4244, -0.4026, -0.3912, -0.2196, -0.6106, -0.3758, -0.3987, -0.3859, -0.2096, -0.6025, -0.3830, -0.3929, -0.3893, -0.1965, -0.6051, -0.6105, -0.0265, -0.6641, 0.5050, -0.5161, 0.2506, 0.2260, 0.2249, 0.2253, 0.2488, 0.2267, 0.2146, 0.2355, 0.2234, 0.2109, 0.2069, 0.2150, 0.2058, 0.4649, 0.1965, 0.2090, 0.2013, 0.2137, 0.2229, 0.1842, 0.1937, 0.1980, 0.2057, 0.2091, 0.1965, 0.1982, 0.1999, 0.1925, 0.1935, 0.1976, 0.1891, 0.2000, 0.2064, 0.2057, 0.1963, 0.1940, 0.1942, 0.1953, 0.1967, 0.1932, 0.1887, 0.2020, 0.2050, 0.2027, 0.2080, 0.2004, 0.2054, 0.2250, 0.2524, 0.2259],
  "smiles": "CC1=C(C)C(=O)C(CC[C@](C)(O)CCC[C@H](C)CCC[C@H](C)CCCC(C)C)=C(C)C1=O",
  "e_lumo_ev": -1.27,
  "e_above_lowest_kcal_mol": 4.0,
  "orbital_gap_ev": 8.4
}

No. 2
{
  "formula": "C5H11N3O",
  "method": "wB97M-V/def2-TZVPD",
  "elements": ["H", "N", "C", "N", "C", "O", "N", "C", "C", "C", "H", "H", "H", "H", "H", "H", "H", "H", "H", "H"],
  "xyz": [[3.85604, 0.14014, 0.68756], [2.84633, 0.27414, 0.72894], [2.17084, -0.63392, 0.15839], [2.62202, -1.76662, -0.45436], [0.61314, -0.58784, 0.28958], [-0.01622, -1.51989, 0.73929], [0.16380, 0.52574, -0.29786], [-1.23188, 0.95029, -0.34982], [-2.09469, -0.14859, -0.96812], [-1.73008, 1.33236, 1.04294], [1.96479, -2.52013, -0.57349], [3.58440, -2.04251, -0.32546], [0.97576, 1.14639, -0.47318], [-1.25453, 1.83274, -0.99923], [-2.07526, -1.03384, -0.33882], [-3.12022, 0.19877, -1.06665], [-1.72099, -0.41235, -1.95537], [-2.75580, 1.68933, 0.99159], [-1.10489, 2.11366, 1.47010], [-1.69256, 0.46215, 1.69397]],
  "forces_ev_per_a": [[-0.1, -0.1, -0.1], [0.0, 0.7, -0.2], [-0.4, -1.0, 1.1], [0.1, -0.1, -0.2], [1.2, -0.2, -1.0], [-0.1, -0.2, 0.3], [1.1, 0.7, 0.0], [-0.1, 0.1, 0.1], [0.1, 0.2, 0.0], [0.1, 0.0, -0.2], [0.0, 0.0, 0.1], [-0.1, 0.1, 0.0], [-1.3, -0.1, 0.0], [0.0, -0.1, 0.1], [-0.1, 0.0, 0.0], [-0.1, 0.0, 0.0], [0.0, 0.0, -0.1], [-0.1, 0.0, 0.0], [0.0, 0.1, 0.1], [0.0, -0.1, 0.1]],
  "nbo_charge": [0.3345, -0.7218, 0.3625, -0.8151, 0.6327, -0.6265, -0.6064, -0.0404, -0.6210, -0.6175, 0.4062, 0.3867, 0.4250, 0.1982, 0.2376, 0.2093, 0.2103, 0.2098, 0.2124, 0.2236],
  "smiles": "[H]/N=C(\\N)C(=O)NC(C)C",
  "e_lumo_ev": 0.90,
  "e_above_lowest_kcal_mol": 0.0,
  "orbital_gap_ev": 10.4
}

No. 3
{
  "formula": "C5H7NO",
  "method": "wB97M-V/def2-TZVPD",
  "elements": ["O", "C", "C", "N", "C", "C", "C", "H", "H", "H", "H", "H", "H", "H"],
  "xyz": [[0.86434, 1.98684, 1.53019], [0.50995, 1.16900, 0.70515], [0.79398, 1.04105, -0.69297], [0.04476, -0.25796, -0.98469], [0.41436, -1.18150, 0.19917], [-0.39204, -0.08472, 0.96764], [-1.26316, -0.04730, -0.29783], [1.83239, 0.89994, -0.99494], [0.21404, 0.14027, -1.94202], [1.48951, -1.26638, 0.36447], [-0.07499, -2.16288, 0.18036], [-0.77310, -0.22097, 1.97822], [-1.93132, -0.90748, -0.42608], [-1.72872, 0.89209, -0.58667]],
  "forces_ev_per_a": [[-0.1, -0.2, 0.1], [0.3, 0.1, 0.3], [0.4, 0.5, 0.7], [0.0, 0.8, -0.2], [0.2, -0.1, -0.1], [-0.1, 0.1, 0.2], [-0.3, 0.3, -0.1], [-0.1, 0.3, 0.0], [-0.4, -2.1, -0.5], [-0.2, 0.1, -0.1], [0.0, 0.2, -0.2], [0.0, -0.1, -0.2], [0.2, 0.2, -0.1], [-0.1, 0.0, 0.1]],
  "nbo_charge": [-0.5891, 0.4932, -0.5191, -0.4639, -0.1765, -0.3331, -0.2037, 0.2017, 0.4943, 0.2210, 0.2056, 0.2401, 0.2013, 0.2284],
  "smiles": "[O-]C1=C[N@H+]2C[C@@H]1C2",
  "e_lumo_ev": 0.61,
  "e_above_lowest_kcal_mol": 110.7,
  "orbital_gap_ev": 8.3
}

No. 4
{
  "formula": "C29H32N4O3S2Sn",
  "method": "wB97M-V/def2-TZVPD",
  "elements": ["Sn", "S", "C", "C", "C", "C", "C", "N", "H", "H", "H", "H", "O", "C", "O", "C", "C", "C", "C", "C", "C", "C", "C", "C", "N", "H", "H", "H", "H", "H", "H", "C", "C", "C", "C", "O", "H", "H", "H", "H", "H", "H", "H", "H", "H", "S", "C", "N", "C", "C", "C", "N", "H", "H", "H", "H", "H", "H", "H", "H", "C", "C", "C", "C", "C", "C", "H", "H", "H", "H", "H"],
  "xyz": [[0.17082, 0.11268, 1.07597], [1.68838, -2.08610, 0.12177], [3.12581, -0.99197, 0.16214], [4.38044, -1.55434, 0.30839], [5.50884, -0.71131, 0.29667], [5.26441, 0.64354, 0.06679], [3.97776, 1.10201, 0.03853], [2.89049, 0.31302, 0.11378], [4.46401, -2.59224, 0.45088], [6.46938, -1.09098, 0.52729], [6.04689, 1.41537, 0.10482], [3.76422, 2.14302, -0.01118], [-3.65636, -1.53473, 1.95350], [-2.61970, -1.10544, 1.50561], [-1.71244, -0.35011, 2.01337], [-2.47915, -1.52942, 0.04328], [-3.54493, -1.14629, -0.85711], [-3.33755, -1.37013, -2.17574], [-2.16794, -2.03541, -2.59766], [-1.97866, -2.20862, -4.01288], [-0.84945, -2.76925, -4.51472], [0.21801, -3.42410, -3.67358], [0.04615, -3.16683, -2.10620], [-1.20179, -2.40658, -1.67093], [-1.41180, -2.14407, -0.35256], [-4.48061, -0.76059, -0.52311], [-4.13307, -1.15037, -2.91144], [-2.77502, -1.87570, -4.66730], [-0.70498, -2.74133, -5.57206], [0.08848, -4.47535, -3.77303], [0.01704, -4.16292, -1.61906], [-2.18794, 2.40824, -0.70541], [-0.79139, 2.80712, -0.30669], [0.09432, 2.40494, -1.48616], [-0.56645, 4.27760, 0.07658], [-0.47356, 2.07587, 0.88764], [-2.45637, 2.99523, -1.63728], [-2.91281, 2.63169, 0.07666], [-2.29597, 1.33346, -0.91701], [-0.15018, 3.01402, -2.35647], [-0.01854, 1.33102, -1.75484], [1.20854, 2.45475, -1.25364], [-0.85189, 5.01934, -0.71975], [0.47123, 4.49429, 0.39633], [-1.22883, 4.51922, 0.94162], [1.05066, 0.42765, 3.64140], [-0.43526, 1.09453, 4.19432], [-1.04987, 2.17440, 3.60363], [-1.44656, 3.29705, 4.51366], [-2.02162, 2.81761, 5.86053], [-2.26357, 1.30100, 5.82575], [-1.06886, 0.59263, 5.28496], [-0.64161, 2.46073, 2.71019], [-2.25751, 3.79940, 3.99785], [-0.66532, 4.05592, 4.74657], [-2.92307, 3.38165, 6.06039], [-1.32785, 3.13547, 6.67435], [-3.09268, 1.08085, 5.19313], [-2.46564, 0.90061, 6.79361], [-0.68615, -0.26275, 5.66555], [1.62594, -3.01986, -4.14598], [1.67305, -1.57972, -3.76946], [1.49430, -1.29619, -2.46976], [1.35991, -2.51615, -1.60037], [2.48279, -3.48823, -1.93988], [2.59407, -3.82698, -3.24929], [1.69688, -3.20096, -5.22633], [1.74456, -0.78828, -4.52904], [1.34122, -0.28677, -2.06667], [3.01567, -3.88387, -1.08642], [3.35869, -4.48198, -3.66846]],
  "forces_ev_per_a": [[-0.9, 1.2, -0.1], [-0.1, -1.5, 1.3], [-0.7, -0.4, -0.7], [1.1, 1.5, -0.1], [-2.0, 0.2, -0.1], [1.3, 0.2, 0.8], [-1.3, -0.6, 0.1], [0.9, 0.1, -0.7], [0.1, -1.1, 0.1], [0.9, -0.3, -0.1], [-0.2, -0.6, -0.2], [-0.1, 0.8, -0.1], [-0.7, 0.2, 1.7], [0.2, -0.5, -1.7], [-0.7, -0.5, 0.6], [-1.5, 1.5, -0.6], [1.3, -0.7, 0.9], [-0.4, -0.7, -0.5], [-0.1, 0.5, 0.3], [1.8, -1.1, -1.1], [-1.4, 0.7, 1.1], [-1.2, 0.8, 1.0], [-0.4, -0.8, 0.9], [-1.1, 0.1, -0.1], [2.0, -0.5, -0.9], [-0.3, 0.4, 0.5], [0.6, 0.0, 0.4], [0.2, 0.2, -0.1], [0.1, -0.3, -0.7], [0.0, -1.0, -0.3], [-0.3, 0.4, -0.2], [-1.1, 1.2, -1.0], [1.1, -1.0, 1.0], [1.8, -0.7, 0.2], [-1.0, 1.0, -0.1], [0.1, 0.6, -0.3], [-0.1, -0.7, 0.9], [0.0, 0.2, 0.1], [0.4, 0.3, 0.0], [0.2, 0.0, -0.1], [-0.4, 0.6, 0.1], [-1.3, 0.4, -0.2], [0.3, -0.8, 0.5], [-0.5, -0.4, -0.3], [0.4, -0.2, -0.5], [-0.6, 0.1, 0.2], [-0.9, 0.3, 0.4], [1.1, 0.1, 2.0], [-0.7, -0.1, -0.2], [1.2, 0.0, 0.3], [1.3, 0.1, -0.4], [0.4, 1.3, -0.8], [-0.1, -0.1, -0.2], [0.1, 0.3, -0.3], [-0.1, -0.7, -0.7], [-0.4, -0.2, 0.0], [-0.3, -0.7, -0.5], [-0.7, -0.2, -0.6], [-0.1, -0.2, 0.7], [-0.2, 0.3, 0.1], [0.4, -0.8, 0.6], [0.2, 1.7, 0.3], [0.1, 0.4, -1.2], [2.0, 0.8, -0.8], [-0.4, -0.9, -2.1], [0.1, 1.2, 1.0], [0.3, 0.0, 0.4], [-0.1, -0.4, 0.3], [0.3, -0.5, -0.2], [0.2, -0.3, -0.4], [-0.3, 0.1, 0.2]],
  "mulliken_charge": [1.4618, -0.2510, 0.5883, -0.4772, -0.5900, -0.6898, -0.3883, 0.1639, 0.4716, 0.4672, 0.3320, 0.4563, -0.6739, 0.2329, -0.7647, 0.6803, -1.0807, -0.9127, 1.7191, -0.9522, -1.1401, 0.0312, -0.0934, -0.5907, -0.3762, 0.5388, 0.3199, 0.3528, 0.4314, 0.5258, 0.5581, -1.3968, 1.8114, -1.1811, -1.7304, -0.9205, 0.4030, 0.3174, 0.0823, 0.5368, 0.1259, 0.0714, 0.3621, 0.3304, 0.3298, -0.4761, 0.0564, 0.4652, -0.6006, -0.5873, -0.7315, -0.0724, -0.0894, 0.4229, 0.3152, 0.3519, 0.2613, 0.2927, 0.4675, 0.2519, 0.2247, -1.2857, -0.5588, 1.4241, -0.9172, -1.0900, 0.7427, 0.3012, 0.3042, 0.6336, 0.4007],
  "e_lumo_ev": 0.35,
  "e_above_lowest_kcal_mol": 29.1,
  "orbital_gap_ev": 6.6
}